{"formula": "C32H22NOPSTc", "method": "ωB97M-V/def2-TZVPD", "gap_ev": [6.90, 5.96], "homo_ev": [-14.014, -14.403], "multiplicity": 4, "largest_force_ev_per_a": 0.082, "charge": 2, "e_above_lowest_ev": 0.0000, "species": ["Tc", "O", "C", "C", "C", "C", "C", "C", "C", "P", "C", "C", "C", "C", "C", "C", "C", "C", "C", "C", "C", "C", "H", "H", "H", "H", "H", "H", "H", "H", "H", "H", "H", "H", "H", "H", "S", "C", "C", "C", "C", "C", "C", "N", "C", "C", "C", "C", "C", "C", "C", "H", "H", "H", "H", "H", "H", "H", "H"], "positions_angstrom": [[0.6817, -0.9989, -1.6386], [0.3164, -3.1027, -2.5094], [-0.3871, -2.7086, -1.5997], [-1.5322, -3.1523, -0.8460], [-2.1773, -4.3812, -0.9857], [-3.2832, -4.6290, -0.1922], [-3.7312, -3.6683, 0.7131], [-3.0858, -2.4421, 0.8522], [-1.9747, -2.1834, 0.0699], [-0.9617, -0.6657, 0.1159], [-1.9871, 0.7963, 0.0566], [-2.6810, 1.2205, 1.1927], [-3.5030, 2.3321, 1.1129], [-3.6313, 3.0197, -0.0882], [-2.9371, 2.6039, -1.2162], [-2.1137, 1.4920, -1.1451], [0.0258, -0.6671, 1.6099], [0.7526, -1.9657, 1.9455], [1.2832, -1.8632, 3.3549], [1.8356, -0.7244, 3.7393], [1.8873, 0.4149, 2.7497], [0.5548, 0.4806, 2.0327], [-1.8207, -5.1109, -1.7007], [-3.8091, -5.5698, -0.2781], [-4.6022, -3.8793, 1.3196], [-3.4589, -1.7105, 1.5571], [-2.5701, 0.6965, 2.1344], [-4.0431, 2.6649, 1.9888], [-4.2752, 3.8871, -0.1432], [-3.0378, 3.1442, -2.1476], [-1.5706, 1.1726, -2.0287], [0.0617, -2.8057, 1.8678], [1.2198, -2.7265, 4.0035], [2.2559, -0.5879, 4.7263], [2.0999, 1.3546, 3.2533], [0.1387, 1.4449, 1.7596], [2.8232, 2.8113, -0.4454], [2.0660, 3.2626, -1.9359], [2.0480, 4.5116, -2.5558], [1.3771, 4.6186, -3.7535], [0.7394, 3.5096, -4.3372], [0.7598, 2.2759, -3.7307], [1.4306, 2.1529, -2.5105], [1.5604, 1.0024, -1.7587], [2.2647, 1.2114, -0.6539], [2.4463, 0.1097, 0.2515], [3.0538, 0.2091, 1.6298], [3.8535, -1.0615, 1.8363], [3.3172, -2.2160, 1.4762], [1.9274, -2.2218, 0.8714], [1.8653, -1.0898, -0.1274], [2.5455, 5.3646, -2.1157], [1.3474, 5.5726, -4.2613], [0.2359, 3.6306, -5.2864], [0.2900, 1.4175, -4.1962], [3.7064, 1.0802, 1.6887], [4.8368, -0.9953, 2.2817], [3.8315, -3.1581, 1.6086], [1.7345, -3.1794, 0.3883]], "forces_ev_per_angstrom": [[-0.010, -0.078, -0.025], [-0.003, 0.016, -0.004], [-0.009, 0.013, -0.016], [0.000, 0.008, 0.018], [0.002, -0.001, -0.006], [-0.001, 0.001, 0.004], [-0.002, 0.000, -0.003], [-0.002, -0.003, -0.001], [0.022, 0.000, -0.006], [-0.026, 0.013, 0.019], [0.008, -0.006, -0.015], [-0.001, 0.001, 0.000], [0.000, -0.001, 0.005], [0.003, 0.000, -0.002], [0.001, 0.000, 0.001], [-0.002, 0.004, 0.001], [0.003, -0.004, -0.013], [-0.003, -0.001, 0.019], [-0.002, -0.009, 0.003], [-0.002, 0.007, -0.008], [0.001, -0.008, 0.000], [-0.006, 0.004, 0.001], [0.000, -0.001, 0.001], [0.001, -0.001, -0.001], [0.000, 0.002, 0.001], [0.001, -0.002, 0.002], [-0.001, 0.000, 0.001], [0.000, 0.001, -0.001], [-0.001, 0.000, 0.000], [0.000, 0.000, 0.000], [0.001, -0.001, 0.000], [0.005, -0.003, -0.001], [-0.001, 0.002, 0.001], [0.000, 0.000, 0.001], [0.002, -0.001, 0.003], [0.002, 0.001, -0.001], [0.004, 0.006, 0.005], [-0.003, 0.010, -0.004], [-0.001, -0.004, 0.002], [-0.001, -0.003, -0.003], [0.001, 0.007, 0.000], [0.003, -0.002, -0.001], [-0.003, -0.001, 0.001], [-0.001, -0.004, 0.016], [0.003, -0.002, 0.000], [-0.011, -0.010, -0.011], [0.004, 0.004, 0.005], [-0.004, 0.000, 0.002], [0.007, 0.001, 0.003], [-0.022, 0.000, -0.012], [0.035, 0.045, 0.020], [0.000, 0.000, 0.002], [0.000, 0.000, -0.001], [0.000, 0.001, 0.000], [0.000, 0.000, 0.001], [0.001, -0.001, -0.002], [0.000, 0.000, 0.001], [-0.001, 0.000, 0.000], [0.004, 0.000, -0.002]]}

=====

{"formula": "C25H24Cl2N6ORe", "method": "ωB97M-V/def2-TZVPD", "gap_ev": [5.29, 5.42], "homo_ev": [-13.151, -13.151], "multiplicity": 2, "largest_force_ev_per_a": 0.962, "charge": 2, "e_above_lowest_ev": 0.5129, "species": ["Re", "Cl", "C", "Cl", "H", "H", "C", "H", "H", "N", "C", "C", "C", "C", "C", "C", "C", "N", "C", "C", "N", "C", "H", "H", "H", "H", "H", "H", "H", "C", "C", "C", "C", "C", "N", "C", "O", "N", "C", "C", "C", "C", "N", "C", "C", "C", "H", "H", "H", "H", "H", "H", "H", "H", "H", "H", "H", "H", "H"], "positions_angstrom": [[0.0310, -1.2529, -0.4734], [1.3109, -1.0676, 1.6820], [0.0924, 0.0074, 2.4550], [-1.0637, 0.4077, 1.1638], [0.5690, 0.9122, 2.8170], [-0.4150, -0.5411, 3.2410], [0.9241, -2.6048, -1.4049], [0.5933, -3.0329, -2.3613], [1.8278, -3.1073, -1.0456], [-10.2113, -3.7631, 1.3883], [-9.0748, -3.7204, 1.2377], [-7.6483, -3.6493, 1.0455], [-7.0854, -2.5128, 0.4716], [-5.7170, -2.4379, 0.2852], [-4.9175, -3.4954, 0.6887], [-5.4654, -4.6326, 1.2562], [-6.8369, -4.7107, 1.4300], [-3.4826, -3.4166, 0.5149], [-2.5988, -4.4810, 0.5360], [-1.3704, -3.9735, 0.3053], [-1.4767, -2.5960, 0.1529], [-2.7765, -2.3116, 0.2893], [-7.7214, -1.6938, 0.1669], [-5.3035, -1.5633, -0.1978], [-4.8479, -5.4566, 1.5825], [-7.2769, -5.5944, 1.8703], [-2.9108, -5.4970, 0.6894], [-0.4256, -4.4820, 0.2383], [-3.2059, -1.3270, 0.2450], [5.6695, 1.4017, 2.0258], [4.9535, 2.3665, 1.1177], [5.6229, 3.0418, 0.1036], [4.9642, 3.9443, -0.7197], [3.6107, 4.1910, -0.5466], [2.9649, 5.0957, -1.4291], [1.6478, 5.1751, -1.7846], [1.1105, 6.1872, -2.1535], [0.9128, 3.9710, -1.7275], [1.3878, 2.6842, -1.9182], [2.5254, 2.3941, -2.6735], [2.9691, 1.0892, -2.7377], [2.2766, 0.0925, -2.0846], [1.1428, 0.3435, -1.3939], [0.7180, 1.6241, -1.3294], [2.9381, 3.5756, 0.5022], [3.6050, 2.6622, 1.3051], [6.6734, 1.1854, 1.6664], [5.1252, 0.4601, 2.1152], [5.7607, 1.8175, 3.0306], [6.6803, 2.8648, -0.0487], [5.5065, 4.4571, -1.5055], [3.5019, 5.8847, -1.7587], [-0.0824, 4.1335, -1.7591], [3.0390, 3.1822, -3.2060], [3.8498, 0.8307, -3.3080], [2.6146, -0.9305, -2.1117], [-0.1949, 1.8244, -0.7901], [1.9138, 3.8521, 0.7205], [3.0758, 2.1929, 2.1295]], "forces_ev_per_angstrom": [[0.753, -0.378, 0.201], [-0.460, -0.069, -0.842], [-0.048, 0.081, 0.129], [-0.383, 0.437, 0.474], [0.089, -0.022, -0.040], [0.014, -0.043, -0.014], [0.312, -0.134, 0.258], [-0.142, 0.119, -0.026], [0.018, -0.057, -0.111], [-0.044, -0.012, 0.012], [0.166, 0.018, -0.035], [-0.129, 0.009, 0.013], [0.018, 0.020, 0.012], [-0.050, 0.041, -0.067], [0.201, -0.004, -0.009], [-0.040, -0.029, 0.079], [0.032, -0.032, 0.003], [-0.211, -0.144, 0.010], [-0.057, -0.006, -0.032], [0.068, 0.154, 0.008], [-0.150, 0.000, -0.051], [0.120, 0.060, 0.085], [-0.001, -0.008, -0.017], [0.000, -0.007, -0.003], [0.000, 0.005, 0.021], [-0.001, 0.006, 0.008], [-0.027, 0.003, -0.028], [0.001, -0.002, -0.017], [-0.007, -0.007, -0.008], [-0.067, 0.076, 0.012], [0.044, -0.033, 0.024], [0.000, 0.041, -0.018], [0.059, -0.149, -0.100], [-0.108, 0.194, -0.065], [0.339, -0.043, 0.011], [-0.218, -0.037, -0.215], [0.035, -0.056, 0.051], [-0.055, -0.004, 0.088], [0.011, 0.056, -0.021], [0.026, -0.019, -0.024], [0.032, 0.010, 0.026], [-0.010, -0.016, 0.057], [-0.081, 0.038, -0.105], [-0.024, -0.066, 0.000], [-0.008, -0.001, 0.178], [-0.044, -0.004, -0.055], [-0.011, -0.018, -0.016], [0.019, -0.023, -0.023], [0.020, 0.008, 0.003], [0.000, 0.006, 0.005], [0.004, -0.027, -0.011], [-0.039, 0.096, 0.165], [-0.002, 0.000, -0.040], [0.026, 0.007, 0.039], [0.007, 0.004, 0.012], [-0.010, -0.003, -0.014], [0.021, -0.015, 0.052], [-0.010, -0.069, -0.051], [0.002, 0.045, 0.023]]}

=====

{"formula": "C35H24AsF15IN2O2PPt", "method": "ωB97M-V/def2-TZVPD", "gap_ev": [7.19, 5.72], "homo_ev": [-11.527, -11.746], "multiplicity": 2, "largest_force_ev_per_a": 0.440, "charge": 1, "e_above_lowest_ev": 0.0000, "species": ["Pt", "C", "C", "N", "C", "C", "C", "O", "C", "C", "N", "C", "C", "C", "C", "C", "C", "I", "C", "O", "H", "H", "H", "H", "H", "H", "H", "H", "H", "H", "H", "H", "F", "C", "F", "F", "C", "C", "C", "C", "C", "C", "P", "C", "C", "C", "C", "C", "C", "C", "F", "F", "F", "C", "C", "C", "C", "C", "C", "C", "F", "F", "F", "H", "H", "H", "H", "H", "H", "H", "H", "H", "H", "H", "H", "F", "As", "F", "F", "F", "F", "F"], "positions_angstrom": [[-0.2930, -0.0547, 0.3807], [-4.4714, -1.5284, -1.3118], [-4.3021, -0.0557, -1.1257], [-5.3129, 0.7445, -1.3250], [-5.1587, 2.0798, -1.1720], [-3.9808, 2.6806, -0.8287], [-3.9200, 4.1787, -0.6551], [-2.9250, 4.8003, -1.4603], [-2.8539, 1.8394, -0.5929], [-1.5993, 2.4520, -0.2904], [-0.5036, 1.9037, 0.1448], [0.6330, 2.7601, 0.3515], [0.4601, 4.0272, 0.8977], [1.5459, 4.8763, 1.0365], [2.8129, 4.4595, 0.6556], [2.9985, 3.1850, 0.1399], [1.9101, 2.3421, -0.0126], [2.1734, 0.4209, -0.7823], [-3.0157, 0.4516, -0.7297], [-2.0691, -0.4185, -0.5446], [-5.4910, -1.7351, -1.6229], [-4.2541, -2.0620, -0.3849], [-3.7725, -1.9059, -2.0594], [-6.0480, 2.6748, -1.3423], [-3.6633, 4.4314, 0.3767], [-4.9080, 4.5996, -0.8502], [-3.2262, 4.8233, -2.3747], [-1.5488, 3.5190, -0.4841], [-0.5225, 4.3459, 1.2225], [1.3995, 5.8634, 1.4534], [3.6645, 5.1156, 0.7739], [3.9881, 2.8507, -0.1416], [-4.6624, 2.3575, 6.5620], [-4.2199, 3.0788, 5.5245], [-3.7568, 4.2408, 6.0114], [-5.2669, 3.3548, 4.7386], [-3.1327, 2.3436, 4.7787], [-1.9571, 2.0381, 5.4575], [-0.9387, 1.3727, 4.8035], [-1.0903, 1.0223, 3.4588], [-2.2786, 1.3090, 2.7979], [-3.3050, 1.9718, 3.4578], [0.2012, 0.0604, 2.6370], [1.7924, 0.8283, 3.0101], [1.8746, 2.1087, 3.5569], [3.1094, 2.6968, 3.7610], [4.2634, 2.0140, 3.4075], [4.1962, 0.7420, 2.8611], [2.9611, 0.1472, 2.6605], [5.5911, 2.7098, 3.5681], [6.6196, 1.8640, 3.4909], [5.6686, 3.3561, 4.7367], [5.7530, 3.6320, 2.5951], [0.0782, -1.5648, 3.4004], [-1.1046, -2.2652, 3.1627], [-1.3180, -3.4899, 3.7670], [-0.3467, -4.0095, 4.6073], [0.8287, -3.3159, 4.8535], [1.0464, -2.0883, 4.2527], [-0.5407, -5.3460, 5.2817], [-0.4942, -5.2137, 6.6176], [-1.7159, -5.9014, 4.9690], [0.4269, -6.2039, 4.9331], [-1.8454, 2.3174, 6.4970], [-0.0342, 1.1182, 5.3412], [-2.4232, 1.0015, 1.7669], [-4.2315, 2.1910, 2.9456], [0.9802, 2.6512, 3.8282], [3.1750, 3.6876, 4.1907], [5.1017, 0.2170, 2.5901], [2.9111, -0.8339, 2.2140], [-1.8555, -1.8667, 2.4904], [-2.2270, -4.0425, 3.5781], [1.5752, -3.7350, 5.5150], [1.9610, -1.5520, 4.4590], [-0.2294, -2.0834, 0.4781], [1.1009, -3.4120, -0.0138], [-0.1629, -4.1192, -0.9039], [0.6090, -4.2074, 1.4148], [2.3002, -4.5228, -0.4407], [2.1732, -2.4318, 0.9406], [1.4379, -2.3382, -1.3402]], "forces_ev_per_angstrom": [[-0.429, 0.031, 0.092], [0.006, 0.005, 0.006], [0.018, -0.047, 0.007], [-0.012, 0.006, 0.000], [0.027, 0.009, -0.009], [-0.031, 0.015, -0.002], [-0.005, -0.022, 0.013], [-0.002, 0.019, 0.000], [0.015, 0.104, -0.007], [-0.048, 0.072, -0.051], [0.109, -0.137, -0.031], [-0.009, 0.014, 0.001], [0.037, 0.009, 0.016], [-0.001, -0.014, 0.021], [0.005, -0.024, 0.028], [0.008, -0.004, 0.025], [0.007, -0.032, 0.001], [0.092, 0.118, 0.028], [-0.052, -0.024, -0.086], [0.143, -0.059, 0.023], [-0.003, 0.002, 0.002], [0.003, -0.005, 0.000], [-0.001, -0.001, 0.001], [-0.005, 0.009, 0.003], [-0.001, 0.007, -0.008], [0.007, 0.004, 0.011], [0.003, -0.008, -0.013], [0.013, -0.023, 0.004], [0.008, -0.003, 0.014], [0.002, -0.002, 0.007], [-0.002, -0.001, -0.005], [0.004, 0.006, -0.005], [-0.005, -0.007, 0.013], [0.016, -0.012, -0.010], [0.003, 0.014, 0.005], [-0.018, 0.005, -0.010], [-0.005, 0.002, -0.007], [0.005, 0.005, 0.009], [-0.088, -0.056, -0.001], [-0.056, 0.049, -0.092], [0.018, -0.025, -0.060], [0.014, 0.007, 0.012], [0.282, 0.094, -0.065], [0.010, -0.085, 0.047], [-0.043, 0.013, -0.016], [0.005, 0.039, -0.026], [0.013, -0.003, -0.019], [-0.010, -0.017, -0.001], [-0.048, 0.091, 0.024], [0.004, 0.039, -0.017], [0.021, -0.034, 0.002], [-0.003, 0.007, 0.035], [-0.014, -0.001, -0.027], [-0.057, -0.007, -0.063], [0.028, 0.006, 0.025], [-0.011, 0.026, 0.014], [-0.006, -0.008, 0.003], [0.026, 0.000, 0.007], [0.002, 0.003, -0.035], [-0.003, 0.020, -0.017], [0.001, 0.001, 0.026], [-0.011, -0.009, -0.005], [0.014, -0.014, -0.006], [0.000, 0.000, 0.003], [-0.005, -0.015, 0.015], [-0.023, 0.024, 0.233], [-0.011, -0.001, -0.003], [0.020, 0.034, -0.043], [-0.001, 0.004, 0.002], [0.000, -0.007, 0.003], [-0.017, -0.129, -0.008], [-0.013, 0.003, 0.021], [0.004, 0.001, -0.003], [0.001, 0.002, 0.000], [0.039, 0.038, -0.018], [0.025, -0.154, -0.028], [-0.021, 0.075, 0.027], [0.068, 0.001, 0.017], [0.008, -0.029, -0.068], [-0.061, 0.029, 0.002], [0.016, 0.031, 0.015], [-0.016, -0.075, 0.000]]}